No. 1
Here is the ion C4H6NO2S with charge -1 from the Open Molecules 2025 dataset. Energies are from the ωB97M-V functional and the def2-TZVPD basis.

```
! wB97M-V def2-TZVPD RIJCOSX def2/J DEFGRID3
* xyz -1 1
O 0.10103 -1.75015 2.30901
C -0.90645 -1.33439 1.72464
N -0.78319 -0.44560 0.69667
C 0.46818 0.12902 0.28971
C 0.71233 -0.83349 -0.92002
O 1.54303 -1.71521 -0.92315
C 0.47155 1.54081 -0.14023
S -0.72924 1.97769 -1.48039
H -1.92890 -1.53610 1.98751
H -1.62412 0.08058 0.47989
H 1.30385 -0.10867 1.06032
H -0.07813 -0.85456 -1.68513
H 0.18026 2.40822 0.45423
H 1.55508 1.87482 -0.28623
*
```

The value obtained for the LUMO energy is 3.6303 eV. For the gap between HOMO and LUMO, the calculation gives 0.238 Eh. The SMILES is O=CN[C@@H](C=O)C[S-].


No. 2
Here is the ion C30H50NO2S2 with charge +1 from the Open Molecules 2025 dataset. Energies are from the ωB97M-V functional and the def2-TZVPD basis.

```
! wB97M-V def2-TZVPD RIJCOSX def2/J DEFGRID3
* xyz 1 1
C 1.08078 4.86007 1.02247
C -0.09660 4.68986 1.11572
C -1.51688 4.43715 1.27105
C -1.70370 3.02339 1.82653
C -1.42385 1.94816 0.75536
C -2.07132 0.63893 1.20467
O -1.53406 0.28900 2.48295
C -0.20020 -0.12945 2.41338
C 0.06893 -1.30369 1.46040
N -0.68607 -1.23596 0.15459
S 0.43825 -0.14937 -0.78046
C -0.70095 -2.54991 -0.62161
C 0.28459 -3.63933 -0.18313
C 1.73406 -3.46173 -0.67389
C 2.78278 -3.31572 0.45637
C 3.96937 -2.43420 0.01940
C 4.34668 -1.32726 1.00877
C 5.77756 -0.79376 0.71960
C 5.81278 0.62482 0.14681
C 5.88665 0.66370 -1.36639
O 6.93251 -0.15367 -1.84492
C 7.87924 0.51456 -2.64396
C -2.08122 -0.62170 0.34365
C -2.84611 -1.76306 1.12524
C -3.94239 -1.42897 2.13759
C -5.42813 -1.46337 1.70496
S -5.73329 -2.15530 0.05807
C -2.78608 -0.44008 -1.04083
C -3.46625 0.89674 -1.30554
C -4.60996 1.25523 -0.60322
C -5.26495 2.45563 -0.78875
C -4.79068 3.36536 -1.71489
C -3.67516 3.01250 -2.45864
C -3.01278 1.80395 -2.27760
C -1.82488 1.57607 -3.17998
H 2.12496 4.70140 0.93543
H -1.90147 5.13374 2.01118
H -2.03057 4.56723 0.32263
H -2.72667 2.90181 2.18756
H -1.05524 2.88227 2.68402
H -1.82591 2.36118 -0.16320
H -0.34699 1.93231 0.64395
H -3.10814 0.89210 1.37823
H 0.04258 -0.50140 3.40485
H 0.50227 0.68767 2.24236
H 1.12831 -1.31636 1.24207
H -0.19347 -2.20614 1.99080
H -0.09029 -0.22091 -2.01166
H -1.68411 -3.00287 -0.68597
H -0.43797 -2.34674 -1.64935
H -0.10125 -4.52321 -0.68688
H 0.22759 -3.88182 0.87422
H 2.01359 -4.36498 -1.20908
H 1.82305 -2.66384 -1.40167
H 2.32740 -2.97166 1.38285
H 3.16612 -4.31157 0.65314
H 4.83944 -3.07642 -0.08558
H 3.82323 -1.97701 -0.95751
H 3.69222 -0.46495 0.86706
H 4.26292 -1.64731 2.04417
H 6.27462 -1.44531 0.00761
H 6.35516 -0.83080 1.63944
H 6.72871 1.09874 0.50143
H 4.99761 1.25962 0.49242
H 6.07493 1.69479 -1.67228
H 4.92696 0.40201 -1.82486
H 8.76883 -0.10771 -2.67643
H 7.54242 0.64148 -3.67432
H 8.17336 1.48042 -2.23177
H -2.12327 -2.37419 1.66071
H -3.25182 -2.48826 0.42855
H -3.87607 -2.17994 2.92026
H -3.79418 -0.51463 2.69753
H -6.00157 -2.04064 2.41994
H -5.85623 -0.46644 1.76664
H -7.04186 -2.43563 0.08561
H -2.10698 -0.60033 -1.86905
H -3.55054 -1.19607 -1.17898
H -5.02353 0.57373 0.12591
H -6.14052 2.71501 -0.21384
H -5.27381 4.31375 -1.88524
H -3.30034 3.71109 -3.19126
H -0.88062 1.78052 -2.68222
H -1.89401 2.19226 -4.06627
H -1.79753 0.54543 -3.53690
*
```

The value obtained for the LUMO energy is -3.1032 eV. For the gap between HOMO and LUMO, the calculation gives 0.311 Eh. The SMILES is C#CCCC[C@@H]1OCC[N@@+](S)(CCCCCCCCCOC)[C@]1(CCCS)Cc1ccccc1C.


No. 3
Here is a cluster of 2 separate species, C4H9NO2 in total from the Open Molecules 2025 dataset. Energies are from the ωB97M-V functional and the def2-TZVPD basis.

```
! wB97M-V def2-TZVPD RIJCOSX def2/J DEFGRID3
* xyz 0 1
H -3.05070 1.68062 0.17873
N -2.09474 1.49747 0.50538
C -1.46735 0.72330 -0.29968
C 0.24719 0.78585 -0.38812
C 0.87482 1.53180 0.74390
O 0.68842 0.60885 -1.49673
H -1.91742 0.38151 -1.24800
H 0.25587 1.48323 1.63922
H 1.83921 1.06336 0.95664
H 1.02600 2.57188 0.45086
C 0.87332 -2.30798 -0.28936
O 0.25513 -1.38837 0.60142
H 1.30113 -1.77257 -1.14177
H 1.68084 -2.83074 0.23032
H 0.14324 -3.04393 -0.63996
H -0.65499 -0.98429 0.19715
*
```

The value obtained for the LUMO energy is 0.2689 eV. For the gap between HOMO and LUMO, the calculation gives 0.361 Eh. The SMILES is [H]/N=C/C(C)=O.CO.


No. 4
Here is a cluster of 11 separate species, C8H36O10 in total from the Open Molecules 2025 dataset. Energies are from the ωB97M-V functional and the def2-TZVPD basis.

```
! wB97M-V def2-TZVPD RIJCOSX def2/J DEFGRID3
* xyz 0 1
C -0.36256 1.40393 2.74314
C 0.37423 0.34106 1.93806
C -0.08206 -0.81656 1.33914
C -1.33117 -1.47314 1.70781
C 0.80341 -1.42462 0.30756
C 0.40138 -2.75631 -0.43130
C 1.69337 -3.28959 -1.19356
C 1.57428 -3.18517 -2.69841
H -0.27308 2.38849 2.27202
H -1.35946 0.94581 2.99761
H 0.06660 1.60202 3.78801
H 1.49633 0.60619 1.84328
H -1.82992 -1.88329 0.90470
H -1.99845 -0.82519 2.17907
H -1.00380 -2.26425 2.45900
H 1.85347 -1.65963 0.68372
H 0.80759 -0.75224 -0.61816
H -0.45442 -2.65382 -1.11056
H -0.03711 -3.44098 0.27980
H 1.70100 -4.35795 -1.11792
H 2.67270 -2.73112 -0.84916
H 0.69153 -3.02009 -3.38056
H 2.12719 -4.07538 -3.07266
H 2.14820 -2.28632 -3.05574
O -0.05341 3.20638 -0.76824
H -1.02908 3.66664 -0.72914
H -0.25990 2.39015 -0.31074
O -0.28402 -4.40498 3.77314
H -1.02121 -4.65637 3.26955
H 0.44573 -4.56716 3.23936
O 1.72627 3.60012 1.69025
H 1.67140 2.72025 1.97637
H 2.26439 3.79172 0.88165
O -1.96762 -0.65676 -1.97399
H -2.73316 -1.28231 -2.21327
H -1.45286 -0.35462 -2.68889
O 0.90558 -1.70188 4.60707
H 0.75569 -1.68819 3.61757
H 1.12051 -2.59032 4.90904
O -2.66581 3.41088 -0.98633
H -3.43617 3.91280 -0.89735
H -2.76654 2.67800 -0.38925
O 0.29507 3.21050 -3.63789
H 0.14095 3.29517 -2.66206
H 0.25253 4.03620 -4.01855
O -1.70500 1.16351 -0.08305
H -1.88624 0.62340 0.67134
H -1.82881 0.54773 -0.80715
O -1.15055 0.94532 -3.82777
H -0.59221 1.72586 -3.79787
H -2.02274 1.20716 -3.82336
O 2.74144 4.08300 -0.80308
H 3.10712 3.40746 -1.43686
H 1.74940 3.88848 -0.69539
*
```

The value obtained for the LUMO energy is 0.0837 eV. For the gap between HOMO and LUMO, the calculation gives 0.319 Eh. The SMILES is C/C=C(\C)CCCC.O.O.O.O.O.O.O.O.O.O.


No. 5
Here is a cluster of 2 separate species, C2H7N2P in total from the Open Molecules 2025 dataset. Energies are from the ωB97M-V functional and the def2-TZVPD basis.

```
! wB97M-V def2-TZVPD RIJCOSX def2/J DEFGRID3
* xyz 0 1
C -0.24442 1.29288 0.54932
N 0.07536 0.02172 1.21773
C -0.00502 -1.22515 0.53255
H -1.35018 1.48331 0.43188
H 0.26914 2.08532 1.04144
H 0.10728 1.08864 -0.45895
H -0.47598 -0.07793 2.00692
H -0.46462 -1.97249 1.12105
H -0.45069 -1.10233 -0.40207
H 0.98683 -1.49394 0.11157
N 1.44179 -0.01194 -3.36765
P 0.11052 -0.08809 -2.78380
*
```

The value obtained for the LUMO energy is -0.1299 eV. For the gap between HOMO and LUMO, the calculation gives 0.316 Eh. The SMILES is CNC.N#P.


No. 6
Here is a cluster of 8 separate species, C51H113N5O8 in total from the Open Molecules 2025 dataset. Energies are from the ωB97M-V functional and the def2-TZVPD basis.

```
! wB97M-V def2-TZVPD RIJCOSX def2/J DEFGRID3
* xyz 0 1
C 6.04339 -1.46434 -4.51422
C 5.38875 -0.16120 -3.97770
C 6.20881 0.99098 -4.44264
C 3.92624 0.09275 -4.50183
C 2.75272 -0.55971 -3.79808
C 2.83200 -0.55249 -2.22148
C 4.30613 -0.90418 -1.71919
C 4.51150 -0.50180 -0.26285
C 4.43599 -2.49020 -1.94281
N 5.36818 -0.17836 -2.53827
O 6.60330 -0.18332 -1.91448
H 5.42849 -1.85756 -5.32377
H 6.94269 -1.13068 -5.03195
H 6.33509 -2.28299 -3.85631
H 7.26797 0.85412 -4.22457
H 6.15721 1.13146 -5.52232
H 5.94132 1.90510 -3.91261
H 3.78429 1.16452 -4.36306
H 3.89144 -0.27398 -5.52769
H 1.77672 -0.23729 -4.16079
H 2.71720 -1.59688 -4.13143
H 2.04791 -1.23820 -1.90039
H 2.60240 0.47576 -1.94201
H 5.35103 -1.11321 0.06804
H 3.75230 -0.77519 0.46993
H 4.74397 0.54961 -0.09379
H 5.41325 -2.92156 -1.72598
H 4.09391 -2.73871 -2.94746
H 3.67396 -3.01026 -1.36233
H 6.89930 0.72145 -1.79051
C -5.33528 0.92046 1.45615
C -5.74094 0.45712 2.87813
C -6.60658 1.62138 3.57537
C -6.59569 -0.82567 2.74999
C -5.72510 -2.06633 2.56430
C -4.64593 -2.30497 3.60808
C -3.74426 -1.04288 3.78890
C -3.09036 -1.07020 5.23378
C -2.72088 -1.12134 2.65165
N -4.54197 0.22936 3.71123
O -3.63242 1.30638 3.87518
H -6.17658 1.16012 0.80587
H -4.65081 1.75867 1.58651
H -4.70679 0.29498 0.82222
H -7.47147 1.77289 2.92953
H -6.89371 1.39353 4.60189
H -5.98552 2.51258 3.48496
H -7.21997 -0.82556 3.64351
H -7.21652 -0.86383 1.85487
H -6.14006 -3.04941 2.34187
H -5.22241 -1.98991 1.60017
H -4.26128 -3.27509 3.29343
H -5.00454 -2.58817 4.59767
H -3.80933 -0.85699 6.02482
H -2.31919 -0.34507 5.49376
H -2.68169 -2.06204 5.42706
H -1.98179 -0.33849 2.82189
H -2.98546 -1.01901 1.59922
H -2.10837 -2.02230 2.68645
H -3.38106 1.41931 2.95557
C 1.49630 4.38408 5.57040
C 1.01855 3.49851 4.41117
C -0.07496 4.32830 3.69634
C 2.19966 3.27808 3.43824
C 3.14578 2.22311 3.82465
C 2.32308 0.90486 4.10455
C 1.27008 1.01988 5.28352
C 0.43216 -0.26123 5.27963
C 1.88877 1.23559 6.67511
N 0.43835 2.25446 4.90864
O -0.70107 2.40062 5.71047
H 0.73717 4.58569 6.32616
H 2.29521 3.87407 6.10870
H 1.96711 5.35500 5.41628
H -0.82851 3.67342 3.25885
H -0.51814 5.01693 4.41570
H 0.34281 4.90435 2.87069
H 1.79656 3.21625 2.42741
H 2.81984 4.17355 3.47828
H 3.71194 1.75017 3.02223
H 3.82596 2.49616 4.63143
H 2.97430 0.07216 4.37028
H 1.89431 0.52016 3.17921
H -0.23196 -0.34774 6.13960
H 1.01337 -1.16501 5.09667
H -0.32394 -0.13560 4.50463
H 2.64051 2.02428 6.64413
H 2.46366 0.34146 6.91624
H 1.23621 1.47641 7.51431
H -1.36224 1.87829 5.25044
C 2.29600 -2.72024 1.87710
C 1.49558 -3.94375 1.34076
C 0.69038 -4.56516 2.43896
C 0.58751 -3.38260 0.19722
C -0.00853 -4.44439 -0.71418
C 1.13599 -5.18959 -1.23802
C 2.03284 -5.99070 -0.23204
C 1.26745 -7.23405 0.41475
C 3.31036 -6.58815 -1.04111
N 2.44283 -4.97373 0.79965
O 3.26884 -5.50460 1.81174
H 2.43741 -2.85676 2.94923
H 3.27829 -2.71596 1.40466
H 2.03158 -1.68177 1.67771
H -0.34096 -4.58825 2.08698
H 0.85229 -5.61363 2.68915
H 0.82348 -3.98481 3.35197
H -0.28931 -2.94235 0.67204
H 1.26778 -2.67665 -0.27918
H -0.63878 -5.11819 -0.13377
H -0.57822 -3.98935 -1.52443
H 1.73035 -4.53516 -1.87565
H 0.71513 -5.98586 -1.85195
H 0.40492 -7.04486 1.05378
H 2.01938 -7.80519 0.95926
H 0.86016 -7.90708 -0.33973
H 3.11874 -7.12904 -1.96784
H 3.84353 -7.31448 -0.42769
H 4.04644 -5.80899 -1.23912
H 2.73551 -6.27955 2.00306
C -4.68323 1.39256 -5.88105
C -3.56189 0.94459 -4.97276
C -2.14239 1.03451 -5.56466
C -3.58595 1.92502 -3.77379
C -4.55566 1.50062 -2.62588
C -4.18893 0.10971 -2.15748
C -4.44658 -0.94996 -3.34565
C -3.78957 -2.27579 -2.93403
C -5.96858 -1.17567 -3.60060
N -3.78898 -0.51007 -4.58948
O -3.76928 -1.33686 -5.66669
H -4.67026 0.74409 -6.75708
H -5.68872 1.31305 -5.46782
H -4.84402 2.39491 -6.27794
H -1.39694 0.58767 -4.90682
H -2.11908 0.53500 -6.53318
H -1.97030 2.10703 -5.65521
H -2.61253 2.11894 -3.32331
H -3.90514 2.90403 -4.13120
H -4.36266 2.27977 -1.88848
H -5.63774 1.54488 -2.74934
H -4.73755 -0.22788 -1.27819
H -3.18100 0.06151 -1.74535
H -2.70375 -2.18392 -2.95946
H -3.91762 -2.99095 -3.74659
H -4.03571 -2.81827 -2.02120
H -6.59227 -1.57896 -2.80280
H -5.91824 -2.07082 -4.22050
H -6.56455 -0.37684 -4.04194
H -2.88300 -1.68640 -5.54862
C 4.30491 5.32272 -1.47144
C 3.78574 5.87307 -0.16948
O 3.44632 4.91798 0.72730
H 4.98046 4.49573 -1.25280
H 4.69571 6.19249 -1.99952
H 3.60204 4.94423 -2.21360
H 3.00250 6.56951 -0.46884
H 4.65670 6.42549 0.18319
H 4.21844 4.52185 1.13779
C -0.31892 1.47806 0.34498
C -1.11495 2.65058 -0.32319
O -2.43293 2.49572 0.18226
H 0.70557 1.37803 -0.01355
H -0.74372 0.48407 0.20486
H -0.29575 1.51318 1.43417
H -1.06239 2.63012 -1.41173
H -0.68115 3.61208 -0.04853
H -2.87347 1.90812 -0.43600
C 0.46232 4.42360 -3.49657
C 1.47703 4.34681 -4.73366
O 1.53142 5.55245 -5.38568
H -0.43689 4.71439 -4.03969
H 0.63411 5.21968 -2.77211
H 0.10500 3.47005 -3.10776
H 1.22892 3.61760 -5.50489
H 2.47581 4.27217 -4.30357
H 1.53987 6.30015 -4.78362
*
```

The value obtained for the LUMO energy is 0.2543 eV. For the gap between HOMO and LUMO, the calculation gives 0.292 Eh. The SMILES is CC1(C)CCCC(C)(C)N1O.CC1(C)CCCC(C)(C)N1O.CC1(C)CCCC(C)(C)N1O.CC1(C)CCCC(C)(C)N1O.CC1(C)CCCC(C)(C)N1O.CCO.CCO.CCO.


No. 7
Here is a structure of composition C4H7ClO from the Open Molecules 2025 dataset. Energies are from the ωB97M-V functional and the def2-TZVPD basis.

```
! wB97M-V def2-TZVPD RIJCOSX def2/J DEFGRID3
* xyz 0 1
C -1.88572 0.09966 -0.59428
C -0.67975 -0.01820 -1.09675
C 0.98041 0.71833 1.03448
C 0.97120 -0.19439 -0.14994
O 0.99908 -1.56890 0.15080
Cl -0.41761 -0.03486 -2.74785
H -2.73106 0.10348 -1.22641
H -2.23399 -0.03212 0.42681
H 0.30714 0.44146 1.83956
H 0.65695 1.76982 0.71906
H 1.90278 0.52132 1.56250
H 1.72043 -0.11436 -0.94526
H 0.41012 -1.69124 1.02727
*
```

The value obtained for the LUMO energy is 0.8061 eV. For the gap between HOMO and LUMO, the calculation gives 0.371 Eh.


No. 8
Here is a cluster of 8 separate species, C5H28N2O8 in total from the Open Molecules 2025 dataset. Energies are from the ωB97M-V functional and the def2-TZVPD basis.

```
! wB97M-V def2-TZVPD RIJCOSX def2/J DEFGRID3
* xyz 1 2
C 3.28923 -0.84772 2.31557
N 2.19990 -1.39949 1.53323
C 1.00275 -0.50883 1.46297
C -0.28321 -1.44365 1.49448
C -0.69596 -1.99035 0.05092
N -1.24753 -0.99298 -0.80741
C 0.83195 0.48099 2.59605
O -0.32033 1.24685 2.41541
H 3.28471 0.25463 2.38255
H 3.25813 -1.15705 3.39142
H 4.17758 -1.25308 1.80124
H 1.90171 -2.30888 1.89599
H 0.88192 -0.05574 0.47187
H -0.13432 -2.10793 2.33680
H -1.13766 -0.80762 1.70355
H 0.28023 -2.45074 -0.28464
H -1.38809 -2.83304 0.18624
H -2.13298 -0.73520 -0.40247
H -0.56673 -0.28733 -1.04791
H 0.75793 -0.04186 3.57010
H 1.67746 1.17831 2.76008
H -0.35197 1.59434 1.50863
H -1.47947 2.16179 -2.21695
H -2.24539 2.92585 -1.20973
O -2.08670 2.90661 -2.17545
H -0.08821 2.94351 -0.54141
H 0.50882 1.73175 -1.44325
O 0.08071 1.99907 -0.61981
H 1.79799 -0.23192 -2.65456
H 0.93463 0.84199 -3.48191
O 1.01170 0.32885 -2.66986
H -3.18593 3.57202 0.76226
H -3.15709 1.91818 1.16688
O -2.95500 2.66903 0.60653
H 0.06950 -1.91152 -2.98338
H -1.26480 -1.87266 -3.57800
O -0.46348 -2.42038 -3.59592
H -3.23615 1.34920 -1.11071
H -4.26048 0.27720 -1.57038
O -3.96378 0.80331 -0.82171
H 3.33985 -0.71372 -0.59494
H 2.24115 -1.58781 -1.23234
O 3.11740 -1.22395 -1.37002
*
```

The value obtained for the LUMO energy (spin up / spin down) is -3.1003 / -8.3633 eV. For the gap between HOMO and LUMO (spin up / spin down), the calculation gives 0.354 / 0.159 Eh.


Asked for max |F| across the records above, the calculation gives 3.52; 1.97; 4.11; 4.72; 2.79; 4.58; 4.81; 4.38 eV/A in order.